An isolated molecule of C20H35N3O5S, computed with ωB97M-V/def2-TZVPD.

Results
Total energy: -1721.79440 Eh
Energy relative to the best compared isomer or geometry (same formula, charge and spin): 0.1727 eV
SMILES: CC1(C)CCC[C@@H](C(=O)NC[C@@H]2CC[C@]3(CO2)C[C@H](NC(=O)CS(N)(=O)=O)C3)C1
Kohn-Sham gap: 0.361 Eh

XYZ file:
```
64
Properties=species:S:1:pos:R:3:mulliken_charge:R:1
S -5.7035 0.4827 -6.7416 1.162
O 4.8374 -0.0518 -0.6114 -0.697
O -6.8260 0.5839 -7.6227 -0.637
O -2.7290 -1.8733 -7.0630 -0.638
O -5.8529 0.6704 -5.3215 -0.684
O 0.7140 -0.2175 -1.7534 -0.426
N 2.7964 0.7657 -0.1069 0.022
N -3.4745 -0.9721 -5.0935 -0.028
N -4.5457 1.5264 -7.2515 -0.498
C 4.0104 -0.5741 1.5661 1.656
C -4.9697 -1.1111 -7.0071 -0.837
C 4.2888 -2.7894 2.7332 -0.675
C 3.9236 0.0678 0.1896 -0.425
C 4.0883 -2.0958 1.3905 -0.957
C 4.2840 -0.3213 4.6595 -1.856
C -3.5900 -1.3499 -6.3836 0.641
C -2.3304 -1.1289 -4.2130 -0.055
C 1.9653 0.1421 -2.3361 0.659
C 1.0715 -0.4972 -4.5804 -1.380
C 1.7793 0.5906 -3.7767 -0.694
C -1.0951 -1.9672 -4.5957 -1.457
C 2.8993 -0.2130 2.5495 -2.126
C 3.1965 -2.4002 3.7255 -1.222
C -0.2170 -0.9088 -3.8882 2.069
C 0.0953 -1.2847 -2.4474 -1.216
C -1.4052 0.0827 -3.9802 -1.178
C 2.5534 1.2276 -1.4570 -1.615
C 1.8203 -0.5938 4.7614 -2.114
C 3.0647 -0.8830 3.9236 2.166
H 2.0042 0.6852 0.5056 0.320
H 0.9216 -0.9756 4.2714 0.400
H 5.2729 -2.5263 3.1322 0.352
H 0.7507 -2.1687 -2.4358 0.412
H -4.2891 -0.5332 -4.6871 0.312
H -1.6032 0.7205 -3.1187 0.287
H 2.2365 -2.7817 3.3574 0.361
H 1.6928 0.4806 4.9142 0.409
H -4.8746 -1.2444 -8.0815 0.347
H 5.2190 -0.5065 4.1318 0.369
H 4.9728 -0.2336 1.9599 0.139
H -5.6991 -1.8248 -6.6193 0.353
H 3.1526 -2.4441 0.9348 0.317
H 1.8628 2.0722 -1.4208 0.458
H 4.8947 -2.3353 0.6974 0.384
H -1.0612 -2.9902 -4.2179 0.315
H -1.3368 0.6915 -4.8847 0.334
H -4.8071 2.0179 -8.0948 0.262
H 2.7525 0.8266 -4.2126 0.415
H 1.1822 1.5090 -3.7837 0.294
H 4.1857 0.7587 4.7928 0.388
H -0.8116 -1.5289 -1.8908 0.448
H -0.9229 -1.9740 -5.6674 0.442
H 2.8371 0.8718 2.6843 0.532
H 1.9360 -0.5476 2.1411 0.686
H -4.2082 2.1255 -6.5115 0.267
H 3.5000 1.5628 -1.8777 0.366
H 4.2931 -3.8728 2.5958 0.408
H 4.3686 -0.7744 5.6498 0.445
H -2.7252 -1.4763 -3.2567 0.165
H 1.7252 -1.3730 -4.6663 0.368
H 0.8570 -0.1588 -5.5969 0.475
H 3.3709 -2.8768 4.6948 0.428
H 2.6315 -0.7329 -2.3076 0.322
H 1.8954 -1.0663 5.7434 0.458
```